Entry 1:
Entry from OMol25: a molecular structure, C36H40F5N6OPReSe2Te (ωB97M-V/def2-TZVPD).

XYZ file:
```
93
C36H40F5N6OPReSe2Te | OMol25 | ωB97M-V/def2-TZVPD
Re -0.97 -0.36 -0.15
Te 2.44 0.51 -0.59
Se 2.87 -0.03 1.88
Se -0.74 -2.10 1.71
P 1.54 -1.90 1.85
F 3.50 1.10 -2.03
F 1.26 0.32 -2.16
F 1.09 1.87 -0.30
F 3.14 -1.17 -1.22
F 3.44 2.05 0.13
O 0.94 -0.70 0.01
N -4.89 -1.46 -1.17
N -1.26 -1.83 -1.67
N -2.57 -3.08 -2.89
N -1.34 1.28 -1.47
N -1.09 1.27 1.16
N -3.12 -0.50 -0.32
C 1.99 -3.49 6.14
C 2.44 -2.22 5.85
C 2.31 -1.71 4.57
C -1.63 2.45 -0.86
C -1.46 5.92 3.21
C -2.18 4.63 3.64
C 3.70 -5.19 -0.47
C -3.46 4.34 -4.80
C 2.36 -3.20 0.89
C 1.41 -4.27 5.14
C -3.54 -1.42 -1.18
C 4.39 -4.36 0.40
C -1.28 -3.36 -3.25
C -0.84 1.26 2.48
C 1.74 -2.49 3.57
C 2.33 -5.04 -0.64
C -2.80 5.93 -2.99
C -1.61 2.33 -3.59
C -1.94 3.58 -1.60
C -1.86 3.52 1.40
C -1.08 5.16 -4.64
C -0.47 -2.58 -2.49
C -1.96 3.54 -2.99
C -5.33 -0.53 -0.27
C -2.33 4.74 -3.84
C -1.54 2.43 0.61
C -1.31 1.24 -2.81
C 3.73 -3.37 1.09
C -3.70 4.77 3.42
C -4.23 0.06 0.26
C -1.92 4.39 5.13
C -1.12 2.33 3.31
C -1.70 3.48 2.79
C -2.53 -2.14 -1.93
C 1.65 -4.03 0.04
C 1.28 -3.77 3.86
H -1.04 -4.09 -4.02
H 1.78 -5.70 -1.30
H 4.27 -2.73 1.78
H -0.85 4.31 5.34
H -6.38 -0.37 -0.07
H -0.74 4.37 -5.30
H -0.99 0.31 -3.26
H -0.41 0.36 2.88
H 0.58 -3.91 -0.08
H -2.30 5.23 5.70
H -2.14 4.50 -1.08
H -1.80 6.75 3.83
H -2.42 3.49 5.48
H -4.21 3.85 3.68
H -0.26 5.43 -3.97
H 2.09 -3.89 7.14
H -4.09 5.57 4.06
H -0.38 5.82 3.34
H -4.32 3.97 -4.25
H 2.89 -1.61 6.63
H 2.66 -0.71 4.34
H 4.22 -5.96 -1.02
H -0.88 2.24 4.36
H -3.39 -3.52 -3.27
H -1.67 6.17 2.17
H -1.32 6.03 -5.25
H -3.13 3.58 -5.51
H -3.09 6.75 -3.65
H -3.68 5.66 -2.39
H 1.07 -5.28 5.37
H -2.24 4.41 0.93
H -2.01 6.30 -2.33
H 0.61 -2.47 -2.48
H -3.94 5.02 2.39
H -3.77 5.22 -5.38
H 5.46 -4.49 0.53
H -1.54 2.23 -4.66
H -4.15 0.83 1.00
H 0.85 -4.39 3.08
H -5.48 -2.07 -1.72
```

Computed properties:
gap between HOMO and LUMO (spin up / spin down)	0.277 / 0.235	Ha
energy above the lowest of the compared OMol25 structures with the same formula, charge and spin	167.6	kJ/mol
lowest unoccupied orbital energy (spin up / spin down)	-5.9 / -7.1	eV
total charge	+2
multiplicity	4

Computed Löwdin charges, given in elementary charges: number 1, Re, carries 1.445; number 2, Te, carries 1.686; number 3, Se, carries 0.688; number 4, Se, carries 0.520; number 5, P, carries 0.499; number 6, F, carries -0.369; number 7, F, carries -0.426; number 8, F, carries -0.406; number 9, F, carries -0.397; number 10, F, carries -0.500; number 11, O, carries -0.992; number 12, N, carries 0.156; number 13, N, carries -0.062; number 14, N, carries 0.156; number 15, N, carries -0.060; number 16, N, carries -0.079; number 17, N, carries -0.054; number 18, C, carries -0.052; number 19, C, carries -0.056; number 20, C, carries -0.120; number 21, C, carries -0.186; number 22, C, carries -0.023; number 23, C, carries -0.554; number 24, C, carries -0.047; number 25, C, carries -0.031; number 26, C, carries -0.409; number 27, C, carries -0.051; number 28, C, carries -0.228; number 29, C, carries -0.041; number 30, C, carries -0.007; number 31, C, carries -0.099; number 32, C, carries -0.438; number 33, C, carries -0.061; number 34, C, carries -0.052; number 35, C, carries 0.041; number 36, C, carries 0.087; number 37, C, carries 0.072; number 38, C, carries -0.020; number 39, C, carries -0.060; number 40, C, carries -0.113; number 41, C, carries -0.017; number 42, C, carries -0.554; number 43, C, carries -0.188; number 44, C, carries -0.080; number 45, C, carries -0.086; number 46, C, carries -0.027; number 47, C, carries -0.061; number 48, C, carries -0.050; number 49, C, carries 0.052; number 50, C, carries -0.114; number 51, C, carries -0.234; number 52, C, carries -0.115; number 53, C, carries -0.109; number 54, H, carries 0.139; number 55, H, carries 0.110; number 56, H, carries 0.101; number 57, H, carries 0.095; number 58, H, carries 0.138; number 59, H, carries 0.087; number 60, H, carries 0.114; number 61, H, carries 0.059; number 62, H, carries 0.061; number 63, H, carries 0.098; number 64, H, carries 0.108; number 65, H, carries 0.099; number 66, H, carries 0.093; number 67, H, carries 0.094; number 68, H, carries 0.099; number 69, H, carries 0.117; number 70, H, carries 0.098; number 71, H, carries 0.100; number 72, H, carries 0.094; number 73, H, carries 0.116; number 74, H, carries 0.043; number 75, H, carries 0.117; number 76, H, carries 0.122; number 77, H, carries 0.181; number 78, H, carries 0.081; number 79, H, carries 0.099; number 80, H, carries 0.082; number 81, H, carries 0.097; number 82, H, carries 0.093; number 83, H, carries 0.116; number 84, H, carries 0.118; number 85, H, carries 0.092; number 86, H, carries 0.132; number 87, H, carries 0.082; number 88, H, carries 0.097; number 89, H, carries 0.120; number 90, H, carries 0.129; number 91, H, carries 0.124; number 92, H, carries 0.101; number 93, H, carries 0.182

=====

Entry 2:
Entry from OMol25: a molecular structure, C36H40MnN5O9PS (ωB97M-V/def2-TZVPD).

XYZ file:
```
93
C36H40MnN5O9PS | OMol25 | ωB97M-V/def2-TZVPD
Mn 0.44 -0.50 0.14
S -2.04 -1.76 7.05
P -1.09 1.14 -2.19
O -3.23 -2.41 6.52
O -4.52 -3.91 1.09
O -2.31 -0.53 7.77
O -0.02 -2.43 0.57
O -4.55 -0.99 0.64
O -1.68 -4.81 1.31
O -1.45 -0.21 0.54
O 0.13 0.46 -1.67
O -1.08 -2.69 7.63
N -1.86 2.18 -1.18
N 2.21 -0.83 -0.26
N -0.63 2.14 -3.41
N -2.25 0.07 -2.64
N 0.75 0.31 2.10
C -3.52 -1.67 0.79
C -3.21 2.08 -0.61
C 3.85 -2.05 -2.30
C 4.72 -2.50 -3.29
C 0.03 -0.30 3.21
C -4.42 -0.77 -2.93
C 4.85 0.56 3.06
C -2.09 -3.70 1.12
C -3.46 0.31 -3.41
C 5.12 -0.58 3.85
C -1.67 2.99 -4.03
C 3.39 -1.07 0.00
C 4.06 -2.00 2.24
C -3.52 -1.99 -2.76
C -3.55 -3.21 1.03
C 5.73 -1.55 -0.87
C -1.07 3.17 -0.41
C -1.78 3.13 0.93
C 0.71 2.61 -3.75
C -1.58 0.01 4.98
C -1.27 -2.50 0.81
C 4.24 0.40 1.84
C -0.92 4.20 -4.59
C 6.09 -2.45 -3.07
C -3.24 3.15 0.49
C 3.95 -0.90 1.39
C 6.61 -1.95 -1.87
C 0.48 4.10 -3.91
C 4.68 -1.83 3.46
C 0.37 -1.56 3.72
C -2.10 -1.34 0.75
C 4.34 -1.56 -1.09
C -0.97 0.44 3.83
C -1.16 -1.18 5.55
C -0.21 -1.96 4.92
C -2.09 -1.41 -2.58
H 1.76 0.20 2.24
H -1.50 3.92 1.62
H -0.01 2.90 -0.39
H 1.04 2.17 -4.70
H 4.85 -2.66 4.11
H -1.42 -1.75 -3.41
H -3.79 1.34 -3.27
H -3.24 0.19 -4.48
H -4.81 -0.46 -1.96
H 2.77 -2.07 -2.43
H -5.25 -0.92 -3.62
H 1.11 -2.15 3.21
H -1.17 4.16 -0.87
H -3.56 -2.67 -3.60
H -1.31 1.35 3.35
H 5.65 -0.49 4.79
H -2.40 3.27 -3.26
H -3.98 2.24 -1.37
H -2.17 2.45 -4.81
H 0.02 -2.90 5.40
H -2.35 0.57 5.49
H 1.48 2.36 -3.01
H -3.35 1.08 -0.19
H 4.02 1.24 1.20
H 4.31 -2.92 -4.20
H 0.43 4.52 -2.90
H 6.79 -2.81 -3.82
H -0.79 4.11 -5.67
H -1.41 5.13 -4.41
H -3.47 4.12 0.07
H -3.84 -2.55 -1.87
H -1.58 -1.66 -1.65
H 1.25 4.60 -4.47
H -3.95 2.87 1.26
H 5.22 1.51 3.39
H 7.68 -1.92 -1.73
H 3.69 -2.95 1.91
H 6.13 -1.21 0.06
H 0.52 1.30 2.13
H -1.56 2.16 1.37
```

Computed properties:
gap between HOMO and LUMO (spin up / spin down)	0.230 / 0.251	Ha
energy above the lowest of the compared OMol25 structures with the same formula, charge and spin	0.0	kJ/mol
lowest unoccupied orbital energy (spin up / spin down)	0.9 / 1.5	eV
total charge	-1
multiplicity	5

Computed Löwdin charges, given in elementary charges: number 1, Mn, carries 0.947; number 2, S, carries 0.409; number 3, P, carries 0.571; number 4, O, carries -0.361; number 5, O, carries 0.144; number 6, O, carries -0.374; number 7, O, carries -0.064; number 8, O, carries 0.046; number 9, O, carries 0.134; number 10, O, carries -0.170; number 11, O, carries -0.319; number 12, O, carries -0.379; number 13, N, carries -0.199; number 14, N, carries 0.039; number 15, N, carries -0.183; number 16, N, carries -0.172; number 17, N, carries 0.067; number 18, C, carries -0.261; number 19, C, carries -0.181; number 20, C, carries -0.030; number 21, C, carries -0.082; number 22, C, carries -0.282; number 23, C, carries -0.149; number 24, C, carries -0.076; number 25, C, carries -0.269; number 26, C, carries -0.216; number 27, C, carries -0.079; number 28, C, carries -0.185; number 29, C, carries -0.313; number 30, C, carries -0.029; number 31, C, carries -0.125; number 32, C, carries -0.242; number 33, C, carries -0.030; number 34, C, carries -0.183; number 35, C, carries -0.177; number 36, C, carries -0.189; number 37, C, carries -0.046; number 38, C, carries -0.306; number 39, C, carries -0.062; number 40, C, carries -0.151; number 41, C, carries -0.096; number 42, C, carries -0.143; number 43, C, carries -0.214; number 44, C, carries -0.085; number 45, C, carries -0.170; number 46, C, carries -0.072; number 47, C, carries -0.014; number 48, C, carries -0.264; number 49, C, carries -0.137; number 50, C, carries -0.036; number 51, C, carries -0.245; number 52, C, carries -0.041; number 53, C, carries -0.134; number 54, H, carries 0.082; number 55, H, carries 0.117; number 56, H, carries 0.111; number 57, H, carries 0.114; number 58, H, carries 0.104; number 59, H, carries 0.123; number 60, H, carries 0.093; number 61, H, carries 0.118; number 62, H, carries 0.102; number 63, H, carries 0.111; number 64, H, carries 0.108; number 65, H, carries 0.102; number 66, H, carries 0.111; number 67, H, carries 0.100; number 68, H, carries 0.092; number 69, H, carries 0.101; number 70, H, carries 0.106; number 71, H, carries 0.107; number 72, H, carries 0.098; number 73, H, carries 0.114; number 74, H, carries 0.115; number 75, H, carries 0.118; number 76, H, carries 0.092; number 77, H, carries 0.115; number 78, H, carries 0.099; number 79, H, carries 0.102; number 80, H, carries 0.096; number 81, H, carries 0.107; number 82, H, carries 0.095; number 83, H, carries 0.107; number 84, H, carries 0.103; number 85, H, carries 0.086; number 86, H, carries 0.104; number 87, H, carries 0.123; number 88, H, carries 0.098; number 89, H, carries 0.096; number 90, H, carries 0.127; number 91, H, carries 0.101; number 92, H, carries 0.104; number 93, H, carries 0.073

=====

Number 1: M 1170.45 g mol⁻¹. Number 2: M 804.72 g mol⁻¹.